Record 1
Entry from OMol25: a structure of composition C43H35N4O2P2RuSTe (ωB97M-V/def2-TZVPD).

Properties
- F_max (eV/A) = 0.76
- 2S+1 = 6
- gap between HOMO and LUMO (spin up / spin down) (eV) = 6.72 / 5.59
- HOMO energy (spin up / spin down) (eV) = -6.57 / -7.29
- ΔE to the lowest compared entry with this formula, charge and spin (kJ/mol) = 116.0

CARTESIAN COORDINATES (ANGSTROEM)
Ru 0.19 -0.04 1.57
C -0.26 8.36 0.77
C -0.32 6.97 1.33
C -0.96 5.94 0.63
C -1.00 4.66 1.14
C -0.40 4.38 2.36
C 0.22 5.39 3.08
C 0.26 6.67 2.56
S -0.39 2.70 2.96
O -1.57 2.09 2.38
O -0.25 2.77 4.39
N 0.85 1.99 2.24
C 2.01 1.65 2.90
C 2.76 2.48 3.75
C 3.94 1.98 4.26
C 4.36 0.70 3.92
C 3.55 -0.05 3.09
N 2.40 0.41 2.60
H -0.98 8.49 -0.04
H 0.73 8.58 0.36
H -0.47 9.11 1.53
H -1.44 6.16 -0.31
H -1.52 3.87 0.62
H 0.65 5.17 4.05
H 0.74 7.46 3.13
H 2.41 3.47 3.99
H 4.54 2.60 4.91
H 5.29 0.29 4.30
H 3.82 -1.07 2.81
Te 1.15 -1.79 -3.03
C 0.21 -3.59 -3.54
C -1.18 -3.70 -3.58
C -1.74 -4.93 -3.88
N -1.03 -6.02 -4.17
C 0.29 -5.90 -4.17
C 0.96 -4.72 -3.86
C 0.03 -1.48 -1.32
P 0.25 -2.40 0.19
C 0.89 -4.06 -0.23
C 0.06 -5.13 -0.56
C 0.59 -6.37 -0.88
C 1.97 -6.55 -0.87
C 2.81 -5.50 -0.53
C 2.27 -4.26 -0.20
C -1.41 -2.75 0.83
C -1.46 -2.85 2.34
C -2.84 -3.09 2.88
C -3.92 -3.13 2.08
C -3.82 -2.98 0.68
C -2.55 -2.81 0.09
P -0.49 0.17 -0.79
C 0.92 1.27 -1.13
C 2.24 0.84 -0.97
C 3.29 1.75 -1.01
C 3.04 3.10 -1.18
C 1.73 3.55 -1.32
C 0.68 2.64 -1.30
C -1.78 0.70 -1.93
C -1.53 1.23 -3.20
C -2.58 1.50 -4.05
C -3.89 1.25 -3.66
C -4.15 0.73 -2.40
C -3.09 0.46 -1.54
H -1.81 -2.85 -3.37
H -2.82 -5.05 -3.90
H 0.86 -6.79 -4.41
H 2.04 -4.71 -3.84
H -1.02 -5.00 -0.58
H -0.07 -7.18 -1.14
H 2.39 -7.52 -1.11
H 3.88 -5.64 -0.51
H 2.93 -3.45 0.07
H -0.78 -3.64 2.68
H -2.93 -3.21 3.96
H -4.90 -3.28 2.53
H -4.71 -3.00 0.06
H -2.48 -2.70 -0.99
H 2.46 -0.20 -0.77
H 4.30 1.40 -0.87
H 3.85 3.81 -1.19
H 1.52 4.60 -1.43
H -0.34 3.01 -1.38
H -0.51 1.41 -3.52
H -2.38 1.91 -5.04
H -4.71 1.47 -4.33
H -5.16 0.55 -2.08
H -3.29 0.07 -0.54
N -0.51 -0.79 3.67
C -0.88 -1.60 2.92

Here are the Löwdin charges for atoms 1 to 5, given in e: number 1, Ru, carries 0.85; number 2, C, carries -0.05; number 3, C, carries -0.28; number 4, C, carries -0.04; number 5, C, carries -0.06

Record 2
Entry from OMol25: a structure of composition C43H36N9O6RbS5 at a distorted geometry (ωB97M-V/def2-TZVPD).

Properties
- F_max (eV/A) = 1.12
- charge = -2
- gap between HOMO and LUMO (eV) = 4.37
- HOMO energy (eV) = -1.83
- ΔE to the lowest compared entry with this formula, charge and spin (kJ/mol) = 59.2

CARTESIAN COORDINATES (ANGSTROEM)
Rb -0.90 -1.75 2.13
C -2.04 -0.85 -5.30
C -0.98 -1.43 -4.60
C -1.18 -2.01 -3.36
C -2.45 -2.03 -2.76
C -3.52 -1.46 -3.47
C -3.30 -0.88 -4.72
N -2.60 -2.56 -1.50
N -1.73 -3.61 -1.20
C -1.87 -4.37 -0.15
C -1.01 -5.54 -0.11
C -1.15 -6.47 0.89
C -2.07 -6.25 1.93
C -2.81 -5.08 1.87
N -2.74 -4.16 0.91
H -1.88 -0.40 -6.26
H 0.01 -1.43 -5.03
H -0.36 -2.47 -2.82
H -4.51 -1.47 -3.04
H -4.15 -0.45 -5.24
H -0.33 -5.70 -0.94
H -0.55 -7.37 0.87
H -2.20 -6.96 2.74
H -3.52 -4.86 2.67
C 7.64 7.97 -5.15
O 6.48 8.28 -4.40
C 5.76 7.23 -3.92
C 6.06 5.90 -4.15
C 5.25 4.91 -3.61
C 4.15 5.22 -2.84
C 3.85 6.57 -2.61
C 4.65 7.56 -3.15
C 3.28 4.19 -2.24
N 2.25 4.43 -1.46
C 1.75 3.19 -1.12
C 2.48 2.20 -1.72
N 3.45 2.85 -2.44
C 2.19 0.80 -1.57
C 2.90 -0.24 -2.18
C 2.52 -1.53 -1.96
C 1.42 -1.77 -1.12
N 0.75 -0.81 -0.53
C 1.10 0.47 -0.74
C 0.31 1.53 -0.08
N -0.71 1.14 0.70
C -1.45 2.06 1.29
C -1.21 3.44 1.14
C -0.17 3.85 0.35
C 0.63 2.88 -0.28
H 8.10 8.92 -5.41
H 7.40 7.43 -6.06
H 8.35 7.38 -4.56
H 6.92 5.62 -4.75
H 5.52 3.87 -3.80
H 2.99 6.81 -2.01
H 4.43 8.61 -2.97
H 4.17 2.42 -2.98
H 3.74 -0.01 -2.82
H 3.04 -2.36 -2.42
H 1.07 -2.78 -0.94
H -2.27 1.71 1.91
H -1.86 4.15 1.64
H 0.06 4.89 0.20
O 4.59 -3.69 5.09
C 4.34 -4.57 4.16
O 5.09 -5.50 3.91
C 3.06 -4.42 3.40
C 2.68 -5.32 2.44
N 1.51 -4.89 1.94
N 1.10 -3.75 2.50
C 2.02 -3.44 3.40
C 1.83 -2.20 4.25
O 2.71 -1.99 5.13
O 0.82 -1.51 4.01
H 3.84 -2.97 5.14
H 3.16 -6.23 2.10
H 0.90 -5.32 1.26
C -2.46 -0.02 5.73
S -4.00 -0.91 6.08
C -5.16 0.37 5.82
C -5.50 0.92 4.63
S -4.94 0.58 3.04
S -6.74 2.17 4.80
C -6.99 2.12 6.50
S -8.08 3.08 7.32
S -5.97 0.97 7.25
H -1.63 -0.61 6.11
H -2.49 0.95 6.21
H -2.38 0.10 4.65
C -5.72 -1.72 0.11
C -4.22 -1.68 -0.06
C -3.73 -0.28 -0.41
O -3.93 -2.63 -1.11
H -6.00 -1.18 1.01
H -6.06 -2.76 0.20
H -6.22 -1.27 -0.75
H -3.75 -2.04 0.85
H -4.12 0.05 -1.37
H -2.64 -0.23 -0.44
H -4.08 0.41 0.37

Here are the Löwdin charges for atoms 1 to 5, given in e: number 1, Rb, carries 0.77; number 2, C, carries -0.14; number 3, C, carries -0.12; number 4, C, carries -0.03; number 5, C, carries -0.20